(1)
{"formula": "C23H47AlI2NO12", "method": "wB97M-V/def2-TZVPD", "charge": -1, "lumo_ha": 0.08270, "species": ["C", "C", "C", "C", "C", "C", "C", "O", "Al", "C", "O", "N", "O", "C", "I", "C", "C", "I", "H", "H", "H", "H", "H", "H", "H", "H", "H", "H", "H", "H", "H", "H", "H", "H", "H", "H", "H", "H", "H", "H", "H", "C", "C", "O", "C", "O", "O", "C", "H", "H", "H", "H", "H", "H", "H", "H", "C", "C", "O", "C", "O", "O", "C", "H", "H", "H", "H", "H", "H", "H", "H", "C", "C", "O", "C", "O", "O", "C", "H", "H", "H", "H", "H", "H", "H", "H"], "coordinates": [[8.00932, -2.73896, -0.61945], [7.64806, -1.24665, -0.66385], [6.97675, -0.80119, 0.64427], [6.87579, -0.84187, -1.92795], [5.34823, -0.95962, -1.88636], [4.92749, -2.42351, -1.75338], [4.79608, -0.34438, -3.18393], [3.49822, -0.73899, -3.51238], [2.11646, 0.06067, -2.68648], [2.68566, 1.67845, -1.58225], [2.65275, 1.47615, -0.12180], [2.30604, 2.69200, 0.48377], [1.26152, 2.63470, 1.01032], [1.15617, -1.45639, -1.69958], [-0.05949, -0.85128, -0.03621], [0.28902, -2.21422, -2.71556], [-0.13183, -3.59799, -2.23303], [-1.53881, -1.11561, -3.11878], [8.96252, -2.88422, -0.11095], [7.24646, -3.32105, -0.10816], [8.14209, -3.13013, -1.62703], [8.60486, -0.72128, -0.70783], [6.43232, -1.62717, 1.09655], [7.73972, -0.49341, 1.35944], [6.31777, 0.05034, 0.50304], [7.20215, -1.43820, -2.78135], [7.11083, 0.20503, -2.14173], [4.96080, -0.40688, -1.02921], [4.93203, -2.71227, -0.70026], [3.92704, -2.58596, -2.13856], [5.62659, -3.09237, -2.25624], [4.89597, 0.74647, -3.12241], [5.46657, -0.65978, -3.99634], [1.11948, 0.60953, -3.82375], [1.98796, 2.48053, -1.83274], [3.68260, 2.05952, -1.82592], [1.90456, -2.15058, -1.32050], [0.82886, -2.26182, -3.65896], [-0.96454, -3.51066, -1.53966], [0.69576, -4.06704, -1.70322], [-0.47625, -4.21884, -3.05807], [-0.20514, 5.23611, 2.42944], [0.23443, 5.77098, 1.08640], [-0.78244, 6.61235, 0.49994], [-0.84235, 7.85006, 0.96201], [-0.12559, 8.35085, 1.79094], [-1.84856, 8.47817, 0.33975], [-2.05670, 9.82155, 0.77070], [-1.16727, 4.73073, 2.33847], [0.52660, 4.52570, 2.80825], [-0.31726, 6.04402, 3.15322], [0.37680, 4.95702, 0.38271], [1.17159, 6.32068, 1.15828], [-1.13457, 10.39593, 0.71561], [-2.43929, 9.83976, 1.79036], [-2.79516, 10.24235, 0.09437], [-2.96015, -2.92267, 2.27176], [-3.35555, -3.39713, 0.89217], [-3.15682, -4.82148, 0.73577], [-4.09586, -5.58741, 1.26269], [-5.07708, -5.21393, 1.85645], [-3.78301, -6.86621, 1.02471], [-4.69886, -7.80799, 1.57924], [-1.93377, -3.21662, 2.49234], [-3.02902, -1.83595, 2.31887], [-3.61023, -3.34971, 3.03676], [-2.72400, -2.93576, 0.13557], [-4.39073, -3.14831, 0.66168], [-5.71915, -7.58561, 1.27433], [-4.63281, -7.80888, 2.66650], [-4.40120, -8.77856, 1.19308], [-6.60406, 2.55647, -0.19908], [-5.73494, 2.33756, 1.01935], [-6.36927, 1.47385, 1.97931], [-6.29316, 0.17357, 1.69924], [-5.74237, -0.31551, 0.74846], [-6.92078, -0.50142, 2.66302], [-6.92476, -1.91828, 2.45584], [-7.58941, 2.91927, 0.09710], [-6.14318, 3.28975, -0.86061], [-6.73581, 1.62800, -0.75270], [-5.57309, 3.27321, 1.55080], [-4.76244, 1.93053, 0.74657], [-5.91699, -2.28510, 2.27825], [-7.56351, -2.17883, 1.61376], [-7.31659, -2.36415, 3.36476]]}

***

(2)
{"formula": "C21H66N2O12", "method": "wB97M-V/def2-TZVPD", "smiles": "NC(N)=O.CCO.CCO.CCO.CCO.CCO.CCO.CCO.CCO.CCO.CO.CO", "lumo_ha": 0.01105, "species": ["C", "C", "O", "H", "H", "H", "H", "H", "H", "C", "C", "O", "H", "H", "H", "H", "H", "H", "C", "C", "O", "H", "H", "H", "H", "H", "H", "C", "C", "O", "H", "H", "H", "H", "H", "H", "C", "C", "O", "H", "H", "H", "H", "H", "H", "C", "C", "O", "H", "H", "H", "H", "H", "H", "C", "C", "O", "H", "H", "H", "H", "H", "H", "C", "C", "O", "H", "H", "H", "H", "H", "H", "C", "C", "O", "H", "H", "H", "H", "H", "H", "C", "O", "N", "N", "H", "H", "H", "H", "C", "O", "H", "H", "H", "H", "C", "O", "H", "H", "H", "H"], "coordinates": [[2.59656, 4.30100, 2.13474], [3.23756, 2.90400, 1.88174], [2.29856, 2.06900, 1.24774], [1.85656, 4.27200, 2.85974], [2.02456, 4.62000, 1.29074], [3.39256, 4.99100, 2.38174], [3.59956, 2.46900, 2.84274], [4.08256, 3.04700, 1.19974], [2.62756, 1.18600, 1.17274], [-0.06344, 4.63900, -1.53526], [-0.01844, 3.47100, -0.66526], [-1.16244, 2.79000, -0.95526], [0.66956, 5.31600, -1.20826], [-1.02844, 5.14700, -1.51726], [0.08756, 4.41300, -2.57026], [0.03256, 3.84800, 0.34374], [0.85556, 2.91800, -0.87826], [-1.07144, 2.00000, -0.46226], [-2.52544, -2.03800, 1.77174], [-4.04944, -1.88300, 1.93574], [-4.69244, -2.12600, 0.72874], [-1.91744, -1.71900, 2.61874], [-2.23144, -1.50700, 0.87574], [-2.43444, -3.08900, 1.49674], [-4.36544, -0.90100, 2.26374], [-4.45544, -2.60700, 2.66774], [-4.58644, -1.33000, 0.17574], [2.07356, -3.66100, 1.21974], [0.67856, -4.34200, 1.38274], [0.21056, -4.28300, 0.04074], [2.51256, -3.45100, 2.21074], [2.00156, -2.73400, 0.65874], [2.77256, -4.37900, 0.72274], [-0.02744, -3.76900, 1.99674], [0.65856, -5.32100, 1.71174], [-0.58544, -4.72300, -0.02726], [-3.58244, -2.94000, -3.06526], [-2.42644, -2.75600, -2.12326], [-1.86544, -4.00200, -1.80226], [-4.01944, -1.96800, -3.34226], [-4.44444, -3.33300, -2.52626], [-3.30344, -3.61200, -3.88426], [-2.94044, -2.28200, -1.27726], [-1.64444, -2.19200, -2.61026], [-2.53544, -4.45500, -1.29926], [-2.93944, 2.97000, 2.32874], [-3.27244, 1.50500, 2.53174], [-4.43044, 1.49500, 3.37174], [-1.85444, 3.00300, 1.99374], [-3.01844, 3.65300, 3.26574], [-3.69544, 3.27800, 1.59174], [-2.43544, 0.93700, 2.92874], [-3.54844, 1.14300, 1.55374], [-4.26244, 1.73700, 4.30574], [5.43756, -0.16300, 1.49474], [4.16356, -0.91800, 1.75074], [3.04156, -0.53200, 1.01974], [6.22756, -0.31600, 2.22774], [5.30456, 0.92900, 1.51974], [5.83956, -0.36400, 0.52474], [3.95556, -0.79800, 2.81074], [4.39656, -1.92900, 1.48374], [3.16156, -0.98900, 0.18874], [3.79156, 0.37800, -1.96926], [3.51956, -1.03600, -2.39626], [2.41056, -1.48600, -1.74726], [4.49556, 1.05800, -2.51526], [4.09556, 0.47900, -0.95326], [2.89856, 0.92900, -1.98326], [4.36656, -1.71200, -2.21526], [3.26856, -0.96100, -3.44926], [2.26056, -2.35400, -2.07326], [0.21756, -0.12000, -3.96326], [0.60256, 0.02000, -5.41426], [-0.16644, -0.78200, -6.28326], [0.93856, 0.39400, -3.32226], [0.15556, -1.17500, -3.64526], [-0.67044, 0.44600, -3.70726], [1.55456, -0.34100, -5.58226], [0.54156, 1.02400, -5.84026], [-1.04144, -0.36600, -6.19926], [0.09856, 0.36900, 3.53274], [-0.73044, -0.06900, 4.50174], [0.16656, 1.54800, 3.10174], [0.85156, -0.50800, 2.96174], [-0.34144, 2.26600, 3.52574], [0.88956, 1.79100, 2.40474], [0.72856, -1.44200, 3.41474], [1.52556, -0.43600, 2.15674], [-0.14644, -0.15600, -0.49226], [-0.83244, 0.51700, 0.51274], [-0.02844, -1.21700, -0.19826], [0.80856, 0.38900, -0.71926], [-0.69244, -0.12400, -1.39726], [-0.44544, 0.18600, 1.30774], [-3.57144, 0.89500, -1.57826], [-4.64044, -0.04000, -1.30026], [-3.19044, 1.19400, -0.59126], [-3.99344, 1.88400, -1.89026], [-2.72244, 0.50700, -2.17526], [-5.33644, 0.41200, -0.79526]]}

***

Number 1: HOMO energy -5.1 eV, gap between HOMO and LUMO 7.383 eV, F_max 1.04 eV/Å. Number 2: HOMO energy -9.2 eV, gap between HOMO and LUMO 9.502 eV, F_max 9.13 eV/Å.